ORCA calculation (ωB97M-V/def2-TZVPD) on a structure of composition C41H44N11O6STa at a distorted geometry.

CARTESIAN COORDINATES (ANGSTROEM)
Ta 0.00 -0.51 0.17
N -0.39 4.72 -2.66
C -0.76 3.98 -1.62
N -0.90 2.69 -1.63
C -0.61 2.00 -2.79
N -0.80 0.73 -2.93
N -1.09 -0.18 -2.00
C -1.86 -1.13 -2.39
C -2.22 -2.22 -1.52
C -2.97 -3.30 -2.00
C -3.33 -4.31 -1.13
C -2.95 -4.21 0.20
C -2.20 -3.12 0.59
N -1.84 -2.14 -0.23
C -0.16 2.74 -3.96
C 0.16 2.12 -5.17
C 0.50 2.87 -6.27
C 0.52 4.26 -6.19
C 0.22 4.90 -5.00
C -0.10 4.14 -3.89
H -0.31 5.73 -2.57
H -0.95 4.51 -0.69
H -2.27 -1.10 -3.40
H -3.24 -3.33 -3.05
H -3.91 -5.15 -1.48
H -3.22 -4.97 0.91
H -1.87 -3.00 1.61
H 0.12 1.04 -5.22
H 0.75 2.39 -7.20
H 0.77 4.85 -7.06
H 0.24 5.98 -4.93
N -3.89 -0.04 4.07
C -3.55 0.73 2.83
C -4.78 1.14 2.05
C -4.32 1.80 0.74
N -3.65 0.81 -0.11
C -3.38 2.96 1.05
C -2.16 2.61 1.93
N -1.11 1.84 1.19
C -2.69 1.94 3.20
H -4.64 -0.71 3.89
H -4.21 0.58 4.82
H -3.06 -0.57 4.39
H -2.95 0.08 2.21
H -5.39 1.86 2.60
H -5.40 0.27 1.80
H -5.20 2.21 0.24
H -3.24 1.28 -0.90
H -4.34 0.16 -0.47
H -3.96 3.72 1.57
H -3.03 3.41 0.11
H -1.71 3.56 2.23
H -0.23 2.02 1.66
H -1.04 2.25 0.26
H -3.31 2.66 3.74
H -1.85 1.64 3.83
S -0.10 -0.59 2.70
C -0.23 -1.70 4.09
C -0.80 -2.97 4.09
C -0.93 -3.67 5.29
C -0.51 -3.12 6.48
C 0.08 -1.85 6.48
C 0.22 -1.15 5.30
H -1.11 -3.45 3.17
H -1.34 -4.68 5.27
H -0.61 -3.67 7.41
H 0.44 -1.42 7.41
H 0.69 -0.18 5.28
O 1.78 0.80 0.80
C 2.19 1.02 -0.38
O 1.44 0.76 -1.35
C 3.55 1.59 -0.61
C 3.98 1.82 -1.91
C 5.24 2.33 -2.12
C 6.09 2.63 -1.07
C 5.64 2.40 0.21
C 4.38 1.88 0.46
N 6.51 2.75 1.35
O 6.02 2.64 2.46
O 7.63 3.12 1.10
N 5.69 2.60 -3.50
O 6.85 2.85 -3.67
O 4.83 2.54 -4.37
H 3.33 1.60 -2.75
H 7.08 3.02 -1.25
H 4.06 1.71 1.48
C 1.48 -3.83 1.88
C 1.87 -4.11 0.46
C 2.57 -5.24 0.11
C 2.97 -5.47 -1.20
C 2.66 -4.54 -2.19
C 1.96 -3.38 -1.89
C 1.64 -2.37 -2.95
C 1.55 -3.16 -0.55
N 0.86 -2.03 -0.23
H 1.47 -4.75 2.47
H 0.50 -3.36 1.92
H 2.20 -3.14 2.34
H 2.83 -5.97 0.87
H 3.51 -6.36 -1.46
H 2.98 -4.72 -3.21
H 2.29 -2.50 -3.82
H 1.76 -1.36 -2.58
H 0.60 -2.49 -3.29

2S+1 ... 1
Energy ... -3097.20655 Eh
Net charge ... +2

---

ORCA calculation (ωB97M-V/def2-TZVPD) on a structure of composition C41H45BN8O2Pt.

CARTESIAN COORDINATES (ANGSTROEM)
Pt 0.11 -0.22 0.10
C -2.51 0.67 3.45
C -1.63 1.70 2.82
C -1.62 3.04 3.20
C -0.66 3.64 2.41
C -0.22 5.07 2.40
N -0.14 2.69 1.61
N -0.74 1.49 1.85
B 1.02 2.83 0.64
N 0.49 2.56 -0.79
N -0.33 1.50 -1.04
C -0.81 1.62 -2.29
C -1.72 0.61 -2.90
C -0.31 2.80 -2.84
C 0.50 3.37 -1.87
C 1.26 4.65 -1.92
N 2.13 1.83 1.04
N 1.93 0.50 0.94
C 3.07 -0.14 1.20
C 3.21 -1.62 1.09
C 4.03 0.82 1.53
C 3.41 2.05 1.41
C 3.96 3.41 1.65
H -2.82 1.02 4.43
H -2.00 -0.27 3.58
H -3.42 0.49 2.87
H -2.22 3.51 3.96
H -0.80 5.63 3.12
H -0.37 5.52 1.41
H 0.84 5.16 2.65
H 1.47 3.93 0.68
H -2.08 -0.09 -2.15
H -1.21 0.04 -3.68
H -2.57 1.11 -3.35
H -0.53 3.20 -3.82
H 1.16 5.09 -2.91
H 2.32 4.49 -1.73
H 0.89 5.36 -1.19
H 2.41 -2.05 0.49
H 3.22 -2.10 2.07
H 4.16 -1.87 0.61
H 5.06 0.64 1.82
H 5.00 3.34 1.97
H 3.40 3.93 2.43
H 3.92 4.02 0.75
O 4.16 -1.58 -5.89
C 4.58 -0.63 -4.94
C 3.55 -0.53 -3.86
C 3.62 0.45 -2.88
C 2.68 0.47 -1.88
N 1.66 -0.40 -1.81
C 1.55 -1.32 -2.77
C 2.49 -1.42 -3.79
C 0.36 -2.21 -2.74
C 0.07 -3.04 -3.82
C -1.05 -3.85 -3.79
C -1.35 -4.80 -4.93
O -0.67 -4.45 -6.12
C -1.87 -3.77 -2.67
C -1.52 -2.91 -1.65
N -0.43 -2.14 -1.66
H 4.85 -1.70 -6.56
H 4.72 0.36 -5.39
H 5.54 -0.92 -4.48
H 4.41 1.20 -2.89
H 2.73 1.23 -1.12
H 2.42 -2.19 -4.55
H 0.70 -3.07 -4.70
H -2.43 -4.88 -5.07
H -0.98 -5.79 -4.64
H -1.22 -3.85 -6.64
H -2.77 -4.36 -2.58
H -2.15 -2.84 -0.78
C -0.90 -3.92 6.11
C 0.37 -3.87 5.53
C 0.54 -3.24 4.32
C -0.56 -2.67 3.63
C -1.83 -2.72 4.25
C -1.99 -3.34 5.46
C -0.25 -2.06 2.38
C -1.02 -1.45 1.39
C -2.43 -1.62 1.15
C -3.07 -2.84 1.44
C -4.39 -3.04 1.08
C -5.10 -2.02 0.44
C -4.48 -0.81 0.15
C -3.15 -0.62 0.48
H -1.04 -4.40 7.07
H 1.21 -4.32 6.04
H 1.52 -3.19 3.87
H -2.69 -2.26 3.77
H -2.97 -3.37 5.93
H 0.83 -2.03 2.20
H -2.51 -3.65 1.89
H -4.87 -3.99 1.28
H -6.13 -2.18 0.17
H -5.03 -0.02 -0.34
H -2.67 0.33 0.27

2S+1 ... 5
Energy ... -2321.52534 Eh
Net charge ... +2

---

ORCA calculation (ωB97M-V/def2-TZVPD) on a structure of composition C41H46Br2CsN4O7PS2 at a distorted geometry.

CARTESIAN COORDINATES (ANGSTROEM)
Cs 0.41 0.14 0.80
Br -4.70 2.54 -0.11
C -3.59 0.96 -0.12
Br -2.70 0.71 -1.83
H -4.22 0.10 0.04
H -2.83 1.05 0.67
O -4.98 -4.10 4.96
C -4.35 -3.05 5.19
O -4.25 -2.40 6.25
C -3.62 -2.43 3.97
C -3.75 -3.00 2.71
C -3.13 -2.40 1.63
N -2.41 -1.28 1.71
C -2.25 -0.76 2.94
C -2.82 -1.30 4.08
C -1.38 0.49 3.00
O -0.48 0.54 3.87
O -1.55 1.33 2.08
H -4.35 -3.90 2.61
H -3.21 -2.84 0.64
H -2.66 -0.86 5.05
C 4.80 -0.04 0.63
N 3.78 0.50 1.51
C 3.89 0.59 2.86
S 5.39 0.55 3.65
N 2.74 0.77 3.53
C 2.65 0.90 4.97
H 4.81 0.54 -0.30
H 4.57 -1.08 0.39
H 5.76 0.04 1.12
H 2.85 0.40 1.12
H 1.85 0.79 3.07
H 3.29 0.17 5.46
H 1.61 0.74 5.24
H 2.97 1.90 5.30
C 1.00 0.87 -3.43
S 0.96 1.74 -1.87
O 2.24 1.42 -1.18
C 1.08 3.43 -2.43
C 2.17 4.17 -2.00
C 2.20 5.53 -2.26
C 1.16 6.14 -2.94
C 0.06 5.38 -3.36
C 0.02 4.02 -3.09
H 1.93 1.12 -3.94
H 0.13 1.13 -4.02
H 0.98 -0.18 -3.14
H 2.96 3.67 -1.44
H 3.04 6.12 -1.90
H 1.17 7.20 -3.13
H -0.76 5.86 -3.87
H -0.86 3.44 -3.36
C -2.66 -6.06 -5.82
C -2.84 -5.04 -4.73
C -4.04 -4.34 -4.63
C -4.21 -3.37 -3.66
C -3.21 -3.14 -2.74
C -2.01 -3.85 -2.79
N -1.03 -3.54 -1.84
C -0.41 -4.40 -0.94
C -0.85 -5.71 -0.73
C -0.24 -6.52 0.21
C 0.82 -6.04 0.97
C 1.23 -4.73 0.79
C 0.64 -3.90 -0.16
C 1.08 -2.45 -0.26
O 1.93 -2.03 0.54
O 0.50 -1.73 -1.14
C -1.80 -4.78 -3.83
C -0.46 -5.43 -4.04
H -3.60 -6.23 -6.35
H -2.32 -7.02 -5.43
H -1.92 -5.74 -6.55
H -4.84 -4.56 -5.34
H -5.14 -2.82 -3.59
H -3.33 -2.41 -1.95
H -0.75 -2.57 -1.70
H -1.71 -6.07 -1.28
H -0.61 -7.52 0.36
H 1.29 -6.66 1.72
H 2.02 -4.29 1.39
H -0.41 -6.44 -3.62
H 0.33 -4.85 -3.56
H -0.23 -5.51 -5.10
C -0.76 4.29 0.85
P 0.61 3.60 1.86
C 0.01 4.03 3.54
C 1.93 4.87 1.60
C 1.72 6.24 1.60
C 2.76 7.13 1.36
C 4.04 6.65 1.13
C 4.27 5.28 1.13
C 3.22 4.40 1.36
H -1.00 5.33 1.09
H -1.63 3.67 1.04
H -0.51 4.23 -0.22
H -0.53 4.98 3.57
H 0.86 4.08 4.22
H -0.64 3.22 3.87
H 0.72 6.63 1.78
H 2.57 8.20 1.37
H 4.86 7.34 0.95
H 5.27 4.89 0.96
H 3.41 3.33 1.35

2S+1 ... 1
Energy ... -8641.76169 Eh
Net charge ... -2

---

ORCA calculation (ωB97M-V/def2-TZVPD) on a cluster of 2 separate species, C41H46NO2 in total at a distorted geometry.

CARTESIAN COORDINATES (ANGSTROEM)
C -5.06 -3.69 -0.53
C -5.60 -2.40 0.09
C -6.10 -1.49 -1.03
C -6.79 -2.79 0.97
C -4.48 -1.69 0.90
C -4.01 -0.45 0.55
C -2.99 0.25 1.29
C -2.56 1.52 0.84
C -1.69 2.37 1.61
C -0.44 1.86 2.02
C 0.42 2.56 2.85
C 0.07 3.86 3.33
N 0.95 4.55 4.13
C 2.33 4.10 4.20
C 2.44 2.59 4.32
C 1.73 1.94 3.14
C 0.72 5.96 4.36
C -0.75 6.27 4.59
C -1.59 5.76 3.42
C -1.18 4.40 2.92
C -1.99 3.71 2.03
C -2.53 -0.37 2.50
C -2.88 -1.64 2.88
C -2.27 -2.32 4.15
C -3.35 -2.73 5.16
C -1.29 -1.39 4.85
C -1.54 -3.60 3.73
C -3.86 -2.37 2.06
O -4.18 -3.55 2.34
H -4.76 -4.37 0.27
H -5.83 -4.16 -1.15
H -4.18 -3.47 -1.15
H -6.53 -0.57 -0.62
H -5.28 -1.24 -1.72
H -6.88 -2.00 -1.61
H -7.23 -1.90 1.45
H -7.56 -3.28 0.36
H -6.47 -3.48 1.75
H -4.41 0.08 -0.32
H -2.96 1.89 -0.11
H -0.11 0.89 1.64
H 2.88 4.42 3.29
H 2.81 4.60 5.04
H 3.49 2.30 4.31
H 2.00 2.23 5.26
H 1.59 0.87 3.34
H 2.35 2.03 2.25
H 1.33 6.26 5.23
H 1.09 6.56 3.51
H -1.10 5.82 5.53
H -0.87 7.35 4.70
H -2.64 5.76 3.72
H -1.50 6.47 2.58
H -2.89 4.19 1.65
H -1.84 0.20 3.11
H -4.04 -3.44 4.70
H -2.88 -3.22 6.03
H -3.91 -1.87 5.51
H -0.50 -1.08 4.16
H -1.80 -0.51 5.24
H -0.80 -1.90 5.69
H -0.76 -3.35 2.99
H -1.07 -4.08 4.60
H -2.25 -4.29 3.27
C 0.59 4.78 -2.68
C -0.47 4.22 -3.43
C -0.83 2.89 -3.24
C -0.18 2.10 -2.23
C -0.57 0.78 -1.87
C -1.41 -0.04 -2.69
C -1.32 -1.55 -2.57
C -2.29 -2.31 -3.24
C -2.33 -3.70 -3.11
C -1.35 -4.36 -2.35
C -0.30 -3.62 -1.77
C -0.29 -2.22 -1.87
O -2.23 0.42 -3.51
C 0.98 2.65 -1.59
C 1.34 3.97 -1.81
H 0.88 5.82 -2.84
H -0.98 4.83 -4.19
H -1.62 2.45 -3.85
H -0.23 0.36 -0.91
H -2.99 -1.80 -3.91
H -3.13 -4.25 -3.62
H -1.40 -5.44 -2.22
H 0.50 -4.14 -1.24
H 0.54 -1.64 -1.46
H 1.58 1.99 -0.96
H 2.25 4.36 -1.33

2S+1 ... 1
Energy ... -1795.20637 Eh
Net charge ... -1

---

ORCA calculation (ωB97M-V/def2-TZVPD) on a structure of composition C41H48Cl2O5OsSSe at a distorted geometry.

CARTESIAN COORDINATES (ANGSTROEM)
Os 0.57 -1.38 -0.26
C -5.19 1.55 3.76
C -4.60 0.17 4.07
C -3.66 0.27 5.28
C -5.75 -0.77 4.44
C -3.80 -0.33 2.87
C -2.72 0.41 2.41
C -1.93 -0.06 1.39
Se -0.19 0.81 1.16
C 0.04 1.76 -0.53
C 0.19 3.12 -0.38
C 0.63 3.91 -1.44
C 0.89 3.27 -2.65
C 0.74 1.92 -2.85
C 0.30 1.10 -1.76
O 0.15 -0.18 -1.89
C 1.11 1.25 -4.17
C 2.27 0.28 -3.93
C 1.54 2.26 -5.25
C -0.11 0.49 -4.72
C 0.86 5.40 -1.22
C 1.33 6.12 -2.49
C -0.45 6.05 -0.76
C 1.94 5.58 -0.15
C -2.16 -1.32 0.78
O -1.33 -1.79 -0.10
C -3.29 -2.06 1.22
C -4.06 -1.55 2.25
C -3.55 -3.44 0.61
C -2.34 -4.34 0.90
C -4.79 -4.12 1.18
C -3.75 -3.29 -0.91
H -5.77 1.91 4.60
H -5.83 1.50 2.88
H -4.40 2.28 3.56
H -4.19 0.65 6.15
H -2.83 0.94 5.07
H -3.25 -0.71 5.52
H -6.31 -0.35 5.27
H -5.38 -1.75 4.74
H -6.44 -0.89 3.60
H -2.46 1.36 2.85
H 0.00 3.55 0.60
H 1.26 3.87 -3.47
H 3.13 0.82 -3.53
H 2.56 -0.20 -4.86
H 1.98 -0.49 -3.22
H 2.46 2.77 -4.97
H 0.76 2.99 -5.45
H 1.74 1.72 -6.17
H -0.43 -0.28 -4.03
H 0.14 0.02 -5.67
H -0.94 1.18 -4.88
H 0.60 6.01 -3.30
H 2.29 5.74 -2.82
H 1.44 7.18 -2.28
H -1.23 5.90 -1.50
H -0.30 7.12 -0.62
H -0.79 5.63 0.18
H 2.88 5.15 -0.48
H 1.65 5.10 0.78
H 2.09 6.64 0.05
H -4.88 -2.15 2.61
H -2.18 -4.43 1.97
H -1.43 -3.94 0.45
H -2.51 -5.34 0.49
H -4.68 -4.33 2.24
H -4.95 -5.06 0.67
H -5.68 -3.50 1.03
H -2.86 -2.87 -1.38
H -4.60 -2.64 -1.11
H -3.94 -4.27 -1.35
Cl 1.65 -3.70 -1.46
C 1.96 -4.76 -0.12
C 2.46 -6.02 -0.39
C 2.71 -6.90 0.65
C 2.46 -6.50 1.96
C 1.96 -5.24 2.21
Cl 1.66 -4.77 3.83
C 1.70 -4.33 1.18
S 1.02 -2.78 1.61
H 2.65 -6.31 -1.41
H 3.11 -7.88 0.45
H 2.65 -7.17 2.79
O 4.74 -1.10 -1.76
C 5.25 -0.16 -0.94
C 6.61 0.16 -1.08
C 7.19 1.10 -0.25
C 6.44 1.76 0.71
C 5.10 1.47 0.83
C 4.49 0.51 0.02
C 3.04 0.26 0.23
O 2.38 1.01 0.95
O 2.55 -0.78 -0.38
H 3.81 -1.23 -1.50
H 7.18 -0.36 -1.83
H 8.24 1.32 -0.36
H 6.90 2.48 1.36
H 4.47 1.97 1.56

2S+1 ... 5
Energy ... -5778.02067 Eh